# 1
Below is a molecular structure, C21H28N4O4RhS, with properties calculated with ωB97M-V/def2-TZVPD.

Geometry as XYZ:
```
59
Properties=species:S:1:pos:R:3:forces:R:3
H 2.933674 3.292581 1.670706 -0.024 0.019 -0.068
H 3.704560 -2.638400 4.172604 -0.035 0.030 0.008
H 2.229110 -1.801994 -1.702012 -0.016 -0.024 -0.016
H -3.357285 -0.276352 -2.360217 0.010 0.006 0.002
O 1.867264 1.800630 0.685252 0.387 -0.239 -0.595
H 1.340717 3.255734 -0.725939 -0.007 0.010 -0.005
N -2.577595 0.125743 3.250999 0.253 -0.130 -0.391
H 0.614790 -3.007402 -6.725097 -0.014 0.010 0.008
C -0.344153 -2.532485 -6.522685 -0.046 0.004 0.095
O -0.122130 2.388472 2.567478 -0.211 0.003 -0.251
N -4.521110 0.977923 2.474015 -0.189 -0.045 -0.131
H 0.427881 3.889865 1.246582 0.012 0.015 -0.011
C 2.327895 -1.026493 1.553077 0.044 0.066 0.069
C -0.432806 -2.060217 -5.094497 -0.021 -0.034 -0.122
C -0.576367 -0.562755 -1.114521 0.100 -0.223 0.087
H 1.015713 4.099799 2.908065 -0.153 -0.057 0.113
H -0.471408 -1.700688 -7.216007 0.012 -0.007 0.013
H 1.476464 -2.000475 5.134660 0.075 0.014 -0.016
H 4.220051 -1.996440 1.822703 -0.022 0.010 -0.013
H -1.925716 2.340677 3.550944 0.015 0.022 0.020
C 3.277547 -1.730931 2.279957 -0.005 0.024 -0.107
H -0.873385 -0.863133 4.797292 0.089 -0.113 -0.028
C -0.504256 -0.668049 3.796112 0.675 -0.357 0.093
H 3.078658 2.870419 -0.610977 0.003 0.020 -0.024
H 0.993151 -2.731615 -0.844219 -0.006 -0.028 -0.008
H -4.983417 0.532238 3.250628 0.043 0.089 0.051
H 2.505924 -0.709096 0.535831 -0.010 0.010 0.002
H -0.974375 3.811638 3.796991 0.026 -0.010 0.011
C -1.526703 -0.701746 -3.406822 -0.151 0.044 -0.013
H -2.264535 1.099214 -2.465567 0.004 0.023 -0.022
C 1.434997 -2.546481 -1.822821 -0.025 0.121 -0.025
C 2.987322 -2.082510 3.582500 -0.156 -0.014 0.209
C -0.588294 -1.151602 -2.472561 0.039 0.076 0.042
C 1.754500 -1.726137 4.125442 0.257 -0.216 0.187
O -0.202419 0.619802 -0.892071 0.601 0.009 -0.238
N 1.156763 -0.683486 2.077651 0.158 0.065 -0.503
H -1.130986 -3.258405 -6.738108 0.011 0.006 0.015
C -1.287966 3.067300 3.063570 0.050 0.031 0.154
C 0.827444 3.366374 2.119857 -0.006 -0.065 0.091
O -0.897357 -1.238670 -0.067557 0.188 0.497 0.599
H -5.089451 1.286325 1.704056 -0.014 0.004 0.029
H 1.243494 -3.205984 -4.423235 -0.016 0.029 0.020
H -1.826902 3.559240 2.254719 0.009 0.002 -0.037
C 0.407874 -2.065464 -2.819599 0.050 -0.128 0.043
C 0.861969 -1.033484 3.341349 -0.760 0.246 0.259
H -2.159832 -0.839774 -5.438672 0.027 0.007 0.018
C -2.641934 0.233482 -3.009683 0.093 -0.057 0.006
S -2.560383 1.172005 0.719982 0.047 -0.037 -0.006
C 0.467043 -2.504092 -4.137067 0.056 -0.030 0.031
H 1.901216 -3.467962 -2.167116 -0.006 0.016 -0.006
H 1.935487 1.713891 -1.346967 -0.002 -0.021 0.002
C -3.230970 0.689223 2.253440 0.093 -0.141 0.249
C 2.081256 2.619583 1.806544 0.149 -0.088 -0.086
H -3.179028 0.587929 -3.887020 0.010 -0.003 -0.004
C 2.068186 2.455859 -0.567962 0.084 0.060 0.231
N -1.276358 -0.142579 2.930168 -0.124 -0.038 -0.267
Rh -0.475816 0.326432 1.169735 -1.713 0.421 0.232
C -1.434013 -1.175317 -4.705242 -0.034 0.035 -0.035
H 2.296002 1.947836 2.641332 0.097 0.061 0.041
```
Forces are in eV/Å.

Its total charge is +1. The HOMO energy comes out at -11.29 eV.

# 2
Below is C21H28N4O7S2 in the gas phase, with properties calculated with ωB97M-V/def2-TZVPD.

Geometry as XYZ:
```
62
Properties=species:S:1:pos:R:3:forces:R:3
C -1.472443 -0.704112 -5.410266 -0.173 -0.077 0.266
H 0.417352 1.345456 -2.864171 0.159 0.009 -0.087
H -2.688123 0.215590 4.037049 0.116 -0.007 -0.107
C 3.041112 0.427073 2.489827 0.583 0.093 -0.263
C 1.801047 -2.370820 0.820412 0.072 0.011 0.084
O 0.310325 0.074125 2.080750 -0.164 -0.075 0.015
O -2.840677 -0.582856 -1.387349 -0.059 0.046 -0.192
C -0.072541 1.845081 -0.093919 0.186 0.573 0.431
H -3.912841 0.371267 1.859007 -0.115 0.102 -0.041
H -2.621385 -1.314042 -3.665186 0.016 -0.118 -0.184
H 0.386178 -2.550120 3.981516 0.085 0.066 -0.080
H -1.660869 0.955301 2.773339 -0.118 -0.115 0.116
C -1.592100 -1.077859 -3.933789 -0.267 -0.414 -0.387
H -0.950303 -1.943922 -3.717370 -0.066 0.008 -0.081
H 2.421685 3.331445 2.325247 0.184 -0.103 -0.030
C 3.332797 1.204322 1.192186 0.188 -0.313 0.280
N 2.094499 1.886968 0.872552 -0.150 -0.009 -0.362
O -0.526345 -1.136648 -0.928065 0.173 0.178 -0.061
H 1.283194 0.990917 -5.234230 -0.076 0.063 0.095
C -3.170494 -0.405839 2.017332 0.432 -0.065 0.243
C 1.258147 1.280997 -0.087429 0.103 0.392 -0.113
H 2.201602 -0.839051 4.384165 0.073 -0.181 -0.079
H 2.005940 -3.121222 0.056290 0.008 -0.019 -0.068
H 0.006962 -3.274921 1.587027 -0.028 -0.121 0.021
C -2.182883 0.043861 3.082947 -0.338 0.496 -0.210
O -1.211894 -0.973726 3.344302 -0.233 -0.295 0.182
C 0.254018 0.774942 -4.944172 -0.014 0.182 0.332
H -3.937537 1.160901 -1.356732 -0.137 0.177 0.013
H 1.222840 -1.577402 0.349454 0.154 -0.064 0.014
S -1.455643 -0.208509 -1.497733 -0.400 0.221 -0.310
H 3.663386 -1.326263 0.528191 0.037 -0.012 0.069
H 0.879558 -0.339133 -3.186125 -0.004 0.113 -0.031
O -0.156268 -0.318374 -5.729434 0.128 -0.152 -0.131
H -1.702798 -1.561386 -6.044365 -0.076 0.058 0.090
H -3.656968 2.692922 -2.188625 -0.019 0.038 -0.053
C -0.016011 -0.856667 2.773754 0.264 -0.207 0.273
H -2.663495 -0.600735 1.074494 -0.037 -0.008 0.008
H -0.382076 1.647085 -5.161128 0.086 -0.027 -0.001
C 0.173690 0.458944 -3.449197 0.568 0.185 -0.318
S -1.890138 3.622272 0.402385 0.124 -0.590 -0.268
N 2.920557 -0.911271 2.449543 0.127 -0.274 0.193
C 2.264042 -1.558471 3.565744 -0.288 0.180 0.376
C -0.291655 3.005414 0.638284 0.027 -0.764 -0.668
C 0.996574 -2.999379 1.953052 -0.053 0.148 -0.101
H 3.596366 0.587927 0.335954 0.007 0.190 0.123
H 4.114840 1.938775 1.395999 -0.093 -0.138 0.001
N -1.186220 0.066732 -3.135449 -0.285 0.129 0.979
N 0.594580 3.580814 1.468333 0.026 0.475 0.463
H 3.751673 -2.637337 1.711713 0.026 0.080 -0.088
C 1.718125 2.959876 1.594587 -0.148 0.423 0.198
H 1.496682 -3.905766 2.307218 -0.056 -0.034 0.038
C 3.127014 -1.814281 1.338062 -0.116 -0.143 -0.497
H 2.858440 -2.420819 3.885565 -0.052 0.025 0.008
H -4.376106 2.705316 -0.577705 -0.119 0.016 0.000
C -3.654600 2.200621 -1.215547 -0.272 0.005 -0.033
H -3.673701 -1.315374 2.335367 -0.098 -0.082 -0.011
O 2.896247 1.067683 3.515812 -0.127 0.350 0.146
C -1.248499 1.412943 -0.773131 -0.134 -0.518 -0.272
O 1.707673 0.441240 -0.839017 0.107 -0.209 -0.019
H -2.167993 0.118873 -5.632771 0.011 -0.080 -0.006
C -2.299629 2.266874 -0.618039 0.144 0.228 0.108
C 0.865089 -2.036255 3.143487 0.102 -0.047 -0.015
```
Forces are in eV/Å.

The SMILES is CCOC(=O)[C@H]1CCCN(C(=O)Cn2cnc3sc(C)c(S(=O)(=O)N4CCOCC4)c3c2=O)C1. The HOMO energy comes out at -8.45 eV.

# 3
Below is a gas-phase ion, C21H28NO3 (charge +1), with properties calculated with ωB97M-V/def2-TZVPD.

Geometry as XYZ:
```
53
Properties=species:S:1:pos:R:3:forces:R:3
C -4.019118 -0.559142 0.844571 -0.341 -0.577 0.360
C 1.663897 2.522710 0.760114 -0.362 0.090 -0.133
H -0.902623 3.449103 0.363418 0.026 -0.042 -0.055
H 4.317020 1.190971 2.371616 0.101 -0.018 0.050
H -4.998424 -0.263073 0.459529 0.108 0.115 0.011
C -0.911878 2.636076 -0.373349 -0.302 0.202 -0.215
C -3.204694 1.718816 0.257822 -0.027 0.663 -0.359
O -0.430809 1.440027 0.198946 0.023 0.057 -0.103
C -2.362369 2.406569 -0.833324 0.498 0.271 0.540
C -3.908579 -2.382005 -0.915966 -0.015 -0.040 0.233
C 2.920000 2.436719 1.332889 -0.023 -0.218 0.094
C -3.772605 -2.037483 0.563443 -0.012 0.087 -0.137
H 2.627134 1.332113 -2.594312 -0.026 0.078 -0.055
C 2.470774 -1.552030 -0.828154 0.083 -0.127 -0.293
H -2.797310 3.393032 -1.046290 0.033 -0.145 0.118
H 4.986248 1.177866 -1.900094 0.079 0.070 -0.037
C 2.958037 0.502305 -1.986695 0.000 0.084 -0.032
C 3.346143 1.252383 1.907718 0.083 0.152 0.040
O -2.447394 1.573806 -1.967674 -0.043 -0.155 -0.196
H -2.778521 -2.306998 0.919665 -0.054 -0.047 0.091
H -4.261689 1.915344 0.061651 0.094 -0.120 0.070
H 1.941320 -2.421644 1.751514 0.021 -0.007 0.040
C 1.483904 -2.581093 -0.357231 0.071 0.035 0.132
H -4.500661 -2.613419 1.134211 -0.001 0.052 0.081
C 0.402113 -1.000023 1.212026 0.044 -0.173 0.195
H -0.295828 2.930390 -1.233503 -0.036 0.027 0.086
H -4.866849 -2.046996 -1.306388 -0.102 0.036 -0.109
C 3.806638 -1.637202 -0.456935 -0.062 -0.043 -0.118
C 2.523759 0.146348 1.878130 -0.251 0.052 -0.044
C 4.708051 -0.660804 -0.839989 0.076 -0.033 0.022
O -0.821809 -0.933570 1.137813 0.152 -0.310 0.071
H 2.862609 -0.761710 2.348125 0.040 -0.114 -0.031
H -3.990600 -0.368132 1.918621 0.030 0.136 -0.078
C 1.257353 0.192841 1.290505 -0.202 0.643 0.113
H 1.354879 3.459867 0.326917 -0.055 0.079 -0.063
H 1.022804 -0.407000 -1.909546 -0.131 0.007 -0.027
H -2.044939 2.000947 -2.730755 -0.028 -0.025 -0.012
H 0.342398 -3.111159 1.400072 0.040 0.104 0.088
H -3.853982 -3.458391 -1.048610 0.038 -0.076 -0.099
H -2.031697 -0.002440 0.595663 -0.387 0.215 -0.208
H 0.592005 -2.562345 -0.986794 0.009 -0.060 0.002
N -2.981992 0.267216 0.196796 0.461 -0.244 -0.243
C 1.064437 -2.344066 1.114901 -0.231 -0.241 -0.130
C 0.818487 1.421518 0.747113 0.213 -0.182 0.276
H -3.112163 -1.941631 -1.512960 0.089 0.018 -0.153
H 5.743949 -0.740955 -0.548011 0.111 -0.011 0.025
H -2.947041 2.103055 1.244650 -0.027 -0.112 -0.017
H 3.560388 3.304660 1.334977 0.064 0.091 -0.003
H 4.144155 -2.478982 0.130448 0.051 -0.123 0.087
C 4.284045 0.415356 -1.600338 0.052 0.063 -0.031
H -2.941543 0.034782 -0.806405 0.045 -0.015 0.253
H 1.924526 -3.577304 -0.418472 -0.074 -0.005 -0.035
C 2.058035 -0.475201 -1.602051 0.057 -0.165 -0.063
```
Forces are in eV/Å.

Its total charge is +1. The SMILES is CCC[NH2+]C[C@H](O)COc1ccccc1C(=O)CCc1ccccc1. The HOMO energy comes out at -11.27 eV.

# 4
Below is a molecular structure, C21H28NOTc, with properties calculated with ωB97M-V/def2-TZVPD.

Geometry as XYZ:
```
52
Properties=species:S:1:pos:R:3:forces:R:3
C 3.401828 -3.106242 -1.111017 -1.070 0.516 0.696
H -2.652447 4.303948 0.887371 0.455 -0.899 -0.303
H 0.919528 -1.802739 2.595642 0.085 0.339 -0.225
H 2.728670 -3.866651 1.556906 -0.045 -0.003 0.126
H 2.495935 2.059808 1.387460 0.114 -0.066 -0.019
H -4.174030 1.866469 -0.422709 0.062 -0.344 -0.267
C -2.165481 -1.037484 1.269550 -1.986 0.154 -1.045
C 3.546414 -1.976884 -1.934816 -1.122 0.812 0.654
H 2.370118 1.058442 -1.287262 0.043 -0.390 -0.257
C -1.286836 -2.166555 1.316186 -0.579 -1.403 -0.723
C -1.704700 -1.674276 -0.906115 -0.095 0.410 -1.102
C -2.427790 -0.740209 -0.113444 -2.047 -1.935 0.805
C -3.455371 2.281432 -1.137013 -0.160 0.034 0.110
C -1.001379 -2.571738 -0.044131 -1.378 -0.812 0.792
H -1.549031 3.685717 -2.256838 0.193 0.526 0.495
H -3.130005 -0.001986 -0.461399 0.217 -0.167 0.024
C -0.123319 0.214634 2.383995 1.240 1.103 1.485
C -2.138190 2.574111 -0.391690 0.407 0.671 -0.886
H -1.430119 3.148713 1.580165 -0.711 0.080 -0.375
C 2.340655 0.289847 -2.087311 -0.217 0.770 -0.392
C 2.290229 -2.867059 -0.265567 1.277 0.721 -1.922
H -0.975545 0.131315 3.067277 0.494 -0.105 -0.348
C 0.920464 -0.805616 2.162007 0.533 1.035 1.191
H -0.464169 4.040932 -0.749831 -0.627 0.310 -0.259
C 2.094383 -0.099163 1.741047 0.102 0.335 0.640
H -3.201523 2.747228 1.477518 0.366 -0.120 0.189
H -3.977568 3.174434 -1.542196 0.710 -0.059 0.348
O -1.194905 1.279283 -0.430948 0.168 5.040 -1.404
H -0.711271 1.580408 -2.423111 0.311 -0.148 0.130
C 2.508021 -1.076581 -1.568571 0.796 -2.350 0.504
Tc -0.253286 -0.525556 0.425521 2.656 -1.898 -0.013
H 3.995646 -3.996197 -1.055662 0.339 -0.277 -0.124
H 3.044962 -0.538002 1.489870 -0.021 -0.147 -0.196
C -2.351104 3.222593 0.971033 -0.207 -0.022 0.194
H -0.475193 -3.465113 -0.360583 0.141 0.427 0.119
H 1.019239 -3.498135 1.313092 -0.188 -0.044 0.227
C 1.820991 1.279024 1.711169 -0.215 0.237 0.003
H 0.701459 2.003955 -1.442456 -0.989 -0.172 0.794
H 4.295251 -1.790182 -2.677032 0.300 0.059 -0.288
H 0.056334 2.442989 2.398723 0.050 0.218 -0.196
H 1.775699 -4.812675 0.417845 -0.048 -0.057 0.061
H -3.314667 1.605795 -2.001520 0.035 0.164 0.561
H -0.974969 -2.684584 2.226428 -0.049 0.306 -0.445
C 0.504781 1.501120 2.140354 0.421 -0.635 0.719
C 1.927547 -3.805505 0.816071 -0.376 -0.155 0.281
H 1.398603 0.435422 -2.650752 0.339 -0.104 0.200
C -1.125900 3.361002 -1.299017 0.187 -1.883 0.708
H 3.174378 0.500590 -2.774707 -0.217 0.013 0.126
N 1.729600 -1.653263 -0.580139 0.272 0.782 -0.445
C -0.407702 2.016591 -1.458632 -0.423 -0.451 -1.111
H -2.681600 -0.544011 2.102673 0.463 -0.319 -0.450
H -1.712636 -1.699396 -2.003437 -0.008 -0.097 0.612
```
Forces are in eV/Å.

The spin multiplicity is 4. Its total charge is -1. The HOMO energy (spin up / spin down) comes out at -1.13 / -2.45 eV.